An isolated molecule of C5H9N3 in a non-equilibrium geometry. Source: the Open Molecules 2025 dataset; level of theory: ωB97M-V with the def2-TZVPD basis set.

Last column: Löwdin charge in e.
Geometry (Å):
C (-0.776, -1.414, -0.097)  -0.185
C (-0.904, 1.502, 0.051)  -0.178
C (0.624, 1.491, -0.104)  -0.177
C (1.870, -0.601, 0.094)  -0.092
C (0.361, -0.612, 0.543)  -0.292
H (-0.389, -1.535, -1.234)  0.139
H (-1.176, -2.524, 0.064)  0.128
H (-2.825, -0.911, -0.612)  0.206
H (-1.142, 2.519, 0.071)  0.070
H (0.935, 2.181, -0.891)  0.100
H (1.398, 1.483, 0.924)  0.167
H (2.622, 0.002, 0.696)  0.098
H (2.214, -1.720, -0.396)  0.158
H (0.195, -0.082, 1.464)  0.118
N (-1.971, -0.569, 0.061)  -0.107
N (-1.842, 0.671, 0.060)  -0.048
N (0.807, 0.118, -0.698)  -0.105

highest occupied orbital energy	-8.299	eV
net charge	0
ΔE to the lowest compared entry with this formula, charge and spin	162.0	kcal per mole
structure (SMILES)	C1=NNC[C@H]2CN2C1
gap between HOMO and LUMO	9.389	eV

An isolated molecule of C5H8O. Source: the Open Molecules 2025 dataset; level of theory: ωB97M-V with the def2-TZVPD basis set.

Last column: Löwdin charge in e.
Geometry (Å):
O (1.109, 1.212, 1.065)  -0.036
C (-0.015, 0.960, 0.240)  -0.377
C (0.421, 0.301, -1.088)  -0.139
C (0.182, -1.167, -0.852)  -0.097
C (-0.482, -1.387, 0.279)  -0.091
C (-0.872, -0.100, 0.960)  -0.135
H (1.839, 1.468, 0.490)  0.084
H (-0.575, 1.894, 0.080)  0.136
H (1.483, 0.513, -1.280)  0.110
H (-0.129, 0.687, -1.956)  0.114
H (0.526, -1.936, -1.536)  0.099
H (-0.749, -2.366, 0.669)  0.101
H (-1.946, 0.090, 0.827)  0.115
H (-0.669, -0.079, 2.037)  0.116

highest occupied orbital energy	-9.305	eV
net charge	0
ΔE to the lowest compared entry with this formula, charge and spin	17.8	kcal per mole
structure (SMILES)	OC1CC=CC1
gap between HOMO and LUMO	10.353	eV

A structure of composition C21H43N2P3SYb in a non-equilibrium geometry. Source: the Open Molecules 2025 dataset; level of theory: ωB97M-V with the def2-TZVPD basis set.

Last column: Löwdin charge in e.
Geometry (Å):
Yb (-0.563, 1.041, 0.793)  1.383
P (1.862, -0.516, 1.611)  0.633
P (0.237, 0.678, 3.550)  0.680
P (0.694, -0.583, -4.394)  0.869
H (-3.975, 2.288, -0.947)  0.147
C (-3.065, 2.478, -1.524)  -0.160
C (-2.839, 1.419, -2.596)  -0.358
H (-2.705, 0.412, -2.182)  0.039
C (3.226, 0.631, 1.182)  -0.263
C (2.693, -1.552, 2.877)  -0.246
C (1.975, -1.650, 0.165)  -0.294
C (-1.554, 1.109, 3.451)  -0.298
C (0.313, -0.265, 5.097)  -0.231
C (0.984, 2.284, 4.017)  -0.235
C (0.708, -1.005, -6.138)  -0.188
C (0.223, -1.991, -3.383)  -0.197
C (2.259, 0.127, -3.872)  -0.198
H (-3.131, 3.492, -1.942)  0.149
H (-3.588, 1.413, -3.388)  0.105
H (4.181, 0.113, 1.345)  0.066
H (3.191, 1.532, 1.808)  0.033
H (3.154, 0.931, 0.127)  0.036
H (3.580, -2.009, 2.411)  0.068
H (2.017, -2.350, 3.221)  0.051
H (3.006, -0.950, 3.741)  0.062
H (2.874, -2.277, 0.276)  0.057
H (2.047, -1.088, -0.780)  0.013
H (1.095, -2.306, 0.113)  0.018
H (-1.849, 1.301, 4.493)  0.076
H (-2.164, 0.270, 3.075)  0.043
H (-1.786, 2.021, 2.864)  0.036
H (1.110, 0.131, 5.740)  0.071
H (0.515, -1.321, 4.885)  0.038
H (-0.649, -0.184, 5.622)  0.065
H (0.930, 2.360, 5.113)  0.066
H (0.456, 3.139, 3.564)  0.039
H (2.039, 2.318, 3.707)  0.044
H (1.745, -1.081, -6.498)  0.075
H (0.187, -0.214, -6.698)  0.073
H (0.186, -1.960, -6.292)  0.071
H (-0.158, -2.790, -4.037)  0.072
H (-0.578, -1.685, -2.695)  0.031
H (1.080, -2.362, -2.800)  0.058
H (3.062, -0.263, -4.518)  0.080
H (2.482, -0.108, -2.821)  0.039
H (2.210, 1.221, -3.982)  0.063
C (-0.675, 2.172, -1.736)  -0.465
C (0.636, 2.367, -1.331)  -0.142
C (0.930, 2.972, -0.096)  -0.168
C (-0.129, 3.495, 0.694)  -0.176
C (-1.448, 3.258, 0.380)  -0.114
C (-1.793, 2.305, -0.721)  -0.453
S (-1.235, 1.890, -3.404)  1.021
H (-0.349, 0.442, -4.184)  -0.099
H (1.457, 2.106, -2.013)  0.106
H (1.963, 3.109, 0.219)  0.115
H (0.138, 4.092, 1.570)  0.129
H (-2.267, 3.771, 0.901)  0.149
H (-2.095, 1.257, -0.303)  0.075
C (-1.499, -4.400, 1.306)  0.021
N (-1.782, -3.099, 0.715)  -0.098
C (-2.542, -2.887, -0.426)  0.001
C (-2.591, -1.538, -0.603)  -0.111
N (-1.839, -0.912, 0.382)  -0.074
C (-1.381, -1.896, 1.175)  -0.188
H (-1.957, -4.490, 2.302)  0.116
H (-1.914, -5.176, 0.651)  0.111
H (-0.414, -4.557, 1.405)  0.104
H (-2.974, -3.692, -0.999)  0.145
H (-3.142, -0.997, -1.347)  0.093
H (-0.813, -1.790, 2.103)  0.122

highest occupied orbital energy (spin up / spin down)	-15.609 / -15.598	eV
net charge	+3
ΔE to the lowest compared entry with this formula, charge and spin	34.7	kcal per mole
2S+1	2
gap between HOMO and LUMO (spin up / spin down)	7.102 / 6.086	eV

A cluster of 8 separate species, H16O8 in total in a non-equilibrium geometry. Source: the Open Molecules 2025 dataset; level of theory: ωB97M-V with the def2-TZVPD basis set.

Last column: Löwdin charge in e.
Geometry (Å):
O (2.019, -0.801, 1.431)  -0.024
H (2.589, -0.414, 0.811)  0.021
H (1.148, -0.530, 1.218)  -0.043
O (-0.450, 0.641, -1.802)  -0.051
H (-1.212, 1.266, -1.622)  0.058
H (-0.771, 0.038, -2.436)  0.010
O (1.233, 2.410, 0.771)  -0.036
H (0.468, 2.084, 1.217)  -0.047
H (1.465, 3.233, 1.155)  0.017
O (-2.740, 1.952, -0.328)  -0.023
H (-2.201, 2.722, -0.397)  0.035
H (-2.513, 1.668, 0.556)  0.017
O (1.172, -3.324, 0.103)  -0.066
H (0.743, -3.043, -0.724)  -0.017
H (1.631, -2.584, 0.494)  -0.011
O (-0.950, 1.688, 2.237)  -0.034
H (-0.970, 0.822, 1.830)  0.013
H (-0.824, 1.500, 3.172)  0.080
O (-0.463, -0.771, 0.611)  -0.052
H (-0.601, -0.238, -0.161)  -0.005
H (-0.383, -1.646, 0.176)  0.058
O (0.432, -2.314, -2.404)  -0.018
H (1.236, -1.901, -2.701)  0.062
H (-0.057, -2.458, -3.208)  0.057

highest occupied orbital energy	-10.717	eV
net charge	0
ΔE to the lowest compared entry with this formula, charge and spin	42.9	kcal per mole
structure (SMILES)	O.O.O.O.O.O.O.O
gap between HOMO and LUMO	10.799	eV